{"formula": "C3H5NO2", "method": "ωB97M-V/def2-TZVPD", "gap_ev": 11.9, "fmax_ev_per_a": 1.209, "lumo_ev": 0.7136, "e_homo_ev": -11.23, "e_above_lowest_ev": 2.752, "symbols": ["N", "C", "C", "C", "O", "H", "H", "H", "O", "H", "H"], "coordinates": [[-3.03322, -0.68403, -1.40370], [-2.19180, -0.39736, -0.66654], [-1.09293, -0.16652, 0.24605], [0.24411, -0.55518, -0.19522], [-0.16862, 0.83318, -0.10062], [-1.32924, -0.20843, 1.30507], [0.42127, -0.84893, -1.22486], [0.94098, -0.94814, 0.54111], [2.25586, 0.85466, 0.83081], [2.57175, 0.85090, -0.08034], [1.38185, 1.26986, 0.74824]], "forces_ev_per_a": [[0.640, 0.342, 0.620], [-0.957, -0.288, -0.680], [-0.341, -0.307, 0.045], [-0.046, -0.111, -0.162], [0.235, -0.267, -0.073], [-0.111, -0.115, -0.110], [-0.258, -0.173, 0.106], [-0.137, 0.425, -0.135], [0.432, 0.467, 0.032], [0.181, 0.048, 0.157], [0.361, -0.021, 0.200]]}